{
  "formula": "C31H46BF4MnN7O4P",
  "method": "the ωB97M-V functional and the def2-TZVPD basis",
  "multiplicity": 2,
  "energy_ha": -3810.178415,
  "s2": 0.805,
  "gap_ev": [5.83, 5.60],
  "e_homo_ev": [-4.2, -4.0],
  "e_above_lowest_ev": 1.017,
  "lumo_energy_ev": [1.61, 1.61],
  "total_charge": -1,
  "species": ["Mn", "N", "C", "C", "C", "C", "C", "C", "C", "C", "N", "C", "H", "H", "H", "H", "H", "H", "H", "H", "O", "C", "O", "C", "C", "N", "N", "C", "C", "O", "O", "H", "H", "H", "F", "B", "F", "F", "F", "C", "C", "C", "C", "P", "N", "C", "C", "C", "C", "C", "C", "C", "C", "H", "H", "H", "H", "H", "H", "H", "H", "H", "H", "H", "H", "H", "H", "H", "H", "H", "H", "H", "H", "H", "H", "H", "H", "H", "H", "H", "C", "C", "C", "C", "N", "N", "C", "H", "H", "H", "H", "H", "H", "H", "H"],
  "coordinates": [[-0.36, -0.12, -0.05], [-0.91, 2.14, 1.16], [-0.62, 2.05, 2.54], [-1.05, 3.03, 3.42], [-0.82, 2.91, 4.79], [-0.17, 1.80, 5.29], [0.26, 0.77, 4.42], [0.92, -0.39, 4.88], [1.27, -1.36, 3.96], [1.00, -1.17, 2.62], [0.41, -0.07, 2.13], [0.04, 0.90, 3.02], [-1.56, 2.89, 0.98], [-0.09, 2.29, 0.57], [-1.57, 3.89, 3.03], [-1.15, 3.69, 5.46], [0.00, 1.70, 6.35], [1.14, -0.50, 5.94], [1.78, -2.26, 4.28], [1.27, -1.93, 1.91], [4.47, 3.42, -1.78], [4.93, 2.41, -1.07], [6.10, 2.32, -0.76], [3.95, 1.37, -0.65], [4.26, 0.25, 0.10], [3.12, -0.42, 0.32], [2.08, 0.21, -0.22], [2.55, 1.29, -0.82], [1.55, 2.21, -1.48], [1.97, 3.19, -2.13], [0.35, 1.93, -1.27], [3.46, 3.37, -1.97], [5.21, -0.10, 0.45], [2.98, -1.29, 0.80], [0.66, -2.17, -0.54], [1.36, -3.35, -1.00], [1.83, -4.00, 0.11], [2.40, -2.92, -1.79], [0.48, -4.10, -1.73], [-3.95, -1.77, -1.74], [-4.00, -2.71, -0.54], [-5.41, -3.24, -0.32], [-3.05, -3.86, -0.88], [-3.20, -1.74, 0.94], [-2.01, -0.88, 0.43], [-4.51, -0.54, 1.72], [-5.11, 0.25, 0.56], [-5.63, -1.16, 2.55], [-3.72, 0.47, 2.56], [-2.67, -3.04, 2.29], [-1.35, -3.65, 1.81], [-3.69, -4.13, 2.62], [-2.34, -2.25, 3.56], [-4.06, -2.35, -2.66], [-2.99, -1.27, -1.76], [-4.74, -1.03, -1.73], [-5.70, -3.87, -1.16], [-6.13, -2.43, -0.25], [-5.48, -3.84, 0.59], [-3.32, -4.28, -1.85], [-3.11, -4.67, -0.15], [-2.03, -3.50, -0.94], [-5.81, -0.35, -0.02], [-4.30, 0.59, -0.09], [-5.65, 1.12, 0.93], [-6.18, -1.91, 1.99], [-6.33, -0.38, 2.84], [-5.25, -1.61, 3.46], [-2.79, 0.70, 2.04], [-3.49, 0.11, 3.55], [-4.30, 1.39, 2.67], [-1.49, -4.49, 1.13], [-0.77, -4.00, 2.65], [-0.78, -2.88, 1.28], [-3.86, -4.79, 1.78], [-4.64, -3.71, 2.93], [-3.30, -4.74, 3.45], [-1.70, -1.41, 3.30], [-1.79, -2.89, 4.26], [-3.23, -1.90, 4.07], [0.75, -1.20, -5.56], [-0.05, -0.64, -4.44], [-0.97, 0.39, -4.42], [-1.37, 0.52, -3.09], [-0.74, -0.38, -2.34], [0.05, -1.07, -3.17], [-2.35, 1.47, -2.49], [0.22, -1.06, -6.50], [0.93, -2.26, -5.41], [1.71, -0.70, -5.62], [-1.29, 0.97, -5.26], [0.64, -1.81, -2.81], [-3.35, 1.25, -2.85], [-2.09, 2.49, -2.76], [-2.30, 1.36, -1.40]],
  "lowdin_spin": [0.94, 0.00, 0.00, 0.00, 0.00, 0.00, 0.00, 0.00, 0.00, 0.00, -0.01, 0.00, 0.00, 0.00, 0.00, 0.00, 0.00, 0.00, 0.00, 0.00, 0.00, 0.00, 0.00, 0.00, 0.00, 0.00, 0.01, 0.00, 0.00, 0.00, 0.01, 0.00, 0.00, 0.00, 0.00, 0.00, 0.00, 0.00, 0.00, 0.00, 0.00, 0.00, 0.00, 0.02, 0.02, 0.00, 0.00, 0.00, 0.00, 0.01, 0.00, 0.00, 0.00, 0.00, 0.00, 0.00, 0.00, 0.00, 0.00, 0.00, 0.00, 0.00, 0.00, 0.00, 0.00, 0.00, 0.00, 0.00, 0.00, 0.00, 0.00, 0.00, 0.00, 0.00, 0.00, 0.00, 0.00, 0.00, 0.00, 0.00, 0.00, 0.00, 0.00, 0.00, 0.00, 0.00, 0.00, 0.00, 0.00, 0.00, 0.00, 0.00, 0.00, 0.00, 0.00]
}